Model P:
# CH3Br2ClSi

A structure of composition CH3Br2ClSi (ωB97M-V/def2-TZVPD, OMol25).

spin multiplicity: 1
HOMO-LUMO gap (alpha / beta): 7.64 / 7.64 eV
LUMO level (alpha / beta): -1.3 / -1.3 eV

Positions of all 8 atoms, in Å:
C  -1.246  0.170  0.316
Si  -0.250  0.806  -1.081
Cl  -1.303  1.027  1.869
Br  -0.103  2.751  -2.327
Br  0.477  -0.603  -2.687
H  -0.712  -0.777  0.448
H  1.211  -1.791  1.875
H  1.926  -1.582  1.588

Atomic partial charges in e from the natural (NBO) method, atoms 1 to 2:
1. C -0.869
2. Si 1.188

Model Q:
# CH3Br2ClSi

A cluster of 2 separate species, CH3Br2ClSi in total (ωB97M-V/def2-TZVPD, OMol25).

spin multiplicity: 1
HOMO-LUMO gap (alpha / beta): 7.83 / 7.24 eV
LUMO level (alpha / beta): -0.7 / -0.4 eV

Positions of all 8 atoms, in Å:
C  -0.799  -0.479  0.792
Si  2.040  -0.072  -0.444
Cl  -0.949  -2.197  1.056
Br  3.348  -1.746  -0.110
Br  2.794  1.733  0.517
H  -1.244  -0.236  -0.033
H  -0.864  -0.063  1.791
H  1.499  0.395  -1.695

Atomic partial charges in e from the natural (NBO) method, atoms 1 to 2:
1. C -0.423
2. Si 0.791

Unit: eV. Relative energies: model P 0.000; model Q 0.149.

Model P:
# C2H4O2S

The molecule C2H4O2S (ωB97M-V/def2-TZVPD, OMol25).

spin multiplicity: 1
HOMO-LUMO gap: 10.02 eV
LUMO level: 0.3 eV
SMILES string: O=C(O)CS

Positions of all 9 atoms, in Å:
C  -0.300  0.435  -0.220
C  0.580  -0.643  0.289
H  -1.905  -0.874  0.505
H  0.071  1.356  0.497
H  -0.058  0.444  -1.421
H  1.553  0.492  -0.797
O  1.820  -0.187  -0.181
O  0.467  -1.376  1.193
S  -2.227  0.353  0.135

Atomic partial charges in e from the natural (NBO) method, atoms 1 to 2:
1. C -0.647
2. C 0.748

Model Q:
# C2H4O2S

A cluster of 2 separate species, C2H4O2S in total (ωB97M-V/def2-TZVPD, OMol25).

spin multiplicity: 1
HOMO-LUMO gap: 7.52 eV
LUMO level: -2.2 eV

Positions of all 9 atoms, in Å:
C  0.099  0.321  0.666
C  -0.079  -1.098  -0.128
H  -1.617  2.168  0.779
H  -0.456  -0.036  1.590
H  1.356  0.502  0.743
H  0.878  0.065  -2.193
O  -0.348  1.431  -0.126
O  -0.185  -2.269  0.420
S  0.354  -1.084  -1.751

Atomic partial charges in e from the natural (NBO) method, atoms 1 to 2:
1. C -0.182
2. C 0.304

Unit: eV. Relative energies: model P 0.000; model Q 4.451.

Model P:
# C2H4O2S

The molecule C2H4O2S (ωB97M-V/def2-TZVPD, OMol25).

spin multiplicity: 1
HOMO-LUMO gap: 9.65 eV
LUMO level: 0.3 eV
SMILES string: O=C(O)CS

Positions of all 9 atoms, in Å:
C  0.097  0.451  -0.330
C  -0.161  -0.563  0.643
H  0.249  -1.173  -1.719
H  -0.712  1.248  -0.311
H  0.986  1.086  -0.060
H  -0.804  0.628  1.573
O  -0.491  -0.290  1.883
O  0.129  -1.684  0.326
S  0.707  0.296  -2.007

Atomic partial charges in e from the natural (NBO) method, atoms 1 to 2:
1. C -0.700
2. C 0.718

Model Q:
# C2H4O2S

The molecule C2H4O2S (ωB97M-V/def2-TZVPD, OMol25).

spin multiplicity: 1
HOMO-LUMO gap (alpha / beta): 9.27 / 9.27 eV
LUMO level (alpha / beta): 0.2 / 0.2 eV
SMILES string: CC(=S)OO

Positions of all 9 atoms, in Å:
C  1.404  0.132  0.037
C  0.367  -0.843  -0.102
O  -0.201  1.978  0.095
O  1.135  1.575  0.134
S  2.971  -0.206  0.047
H  0.621  -1.300  -0.977
H  -0.637  -0.369  -0.086
H  0.505  -1.580  0.653
H  -0.236  2.183  -0.793

Atomic partial charges in e from the natural (NBO) method, atoms 1 to 2:
1. C 0.199
2. C -0.737

Model R:
# C2H4O2S

The molecule C2H4O2S (ωB97M-V/def2-TZVPD, OMol25).

spin multiplicity: 1
HOMO-LUMO gap (alpha / beta): 8.01 / 7.76 eV
LUMO level (alpha / beta): 0.4 / 0.5 eV

Positions of all 9 atoms, in Å:
C  1.293  -0.139  0.998
C  -0.513  0.362  -0.341
O  0.673  0.657  0.139
O  -0.987  1.332  -1.217
S  -1.331  -1.082  -0.110
H  2.342  0.285  1.223
H  0.886  -1.083  1.197
H  -1.845  1.437  -0.916
H  -0.519  -1.770  -0.974

Atomic partial charges in e from the natural (NBO) method, atoms 1 to 2:
1. C -0.166
2. C 0.270

Model S:
# C2H4O2S

The molecule C2H4O2S (ωB97M-V/def2-TZVPD, OMol25).

spin multiplicity: 1
HOMO-LUMO gap (alpha / beta): 8.18 / 8.18 eV
LUMO level (alpha / beta): -0.4 / -0.4 eV
SMILES string: C=[S@@]1(=O)CO1

Positions of all 9 atoms, in Å:
C  0.099  -1.823  0.286
C  -0.482  1.494  -0.331
O  -0.961  0.629  0.632
O  1.651  0.334  0.864
S  0.487  -0.083  0.201
H  -0.891  -1.911  -0.172
H  0.893  -2.464  -0.205
H  0.279  2.227  0.013
H  -1.075  1.598  -1.286

Atomic partial charges in e from the natural (NBO) method, atoms 1 to 2:
1. C -0.850
2. C -0.204

Unit: eV. Relative energies: model P 0.000; model Q 1.934; model R 2.255; model S 3.674.

Model P:
# C4H13N2O2

A cluster of 2 separate species, C4H13N2O2 in total (ωB97M-V/def2-TZVPD, OMol25).

spin multiplicity: 1
net charge: +1
HOMO-LUMO gap: 10.51 eV
LUMO level: -3.0 eV

Positions of all 21 atoms, in Å:
O  1.371  0.679  0.666
C  0.778  0.332  -0.384
N  0.685  1.195  -1.467
C  -0.170  1.314  -2.605
C  -0.135  -0.940  -0.388
N  -0.773  -1.191  0.924
C  -1.565  0.062  1.237
H  1.430  1.875  -1.474
H  -0.356  2.474  -2.912
H  0.471  0.828  -3.319
H  -1.043  0.728  -2.345
H  -0.947  -0.881  -1.172
H  0.506  -1.794  -0.808
H  0.213  -1.229  1.539
H  -1.484  -1.969  0.969
H  -2.241  0.080  2.067
H  -2.102  0.205  0.313
H  -0.849  1.034  1.465
H  2.146  -1.182  3.292
H  2.284  -0.468  2.006
O  1.780  -1.152  2.397

Atomic partial charges in e from the natural (NBO) method, atoms 1 to 2:
1. O -0.649
2. C 0.666

Model Q:
# C4H13N2O2

A cluster of 2 separate species, C4H13N2O2 in total (ωB97M-V/def2-TZVPD, OMol25).

spin multiplicity: 1
net charge: +1
HOMO-LUMO gap: 10.43 eV
LUMO level: -2.8 eV

Positions of all 21 atoms, in Å:
N  0.630  1.303  -0.647
C  1.549  0.855  0.430
C  0.852  -0.158  1.476
N  -0.562  0.206  1.570
C  -1.603  -0.835  1.538
C  -2.063  -0.942  0.019
O  -1.471  -0.489  -0.928
H  0.062  2.093  -0.338
H  -0.007  0.433  -0.940
H  1.155  1.539  -1.482
H  2.405  0.328  0.045
H  1.921  1.626  1.120
H  1.435  0.138  2.408
H  0.981  -1.116  1.018
H  -0.729  0.814  2.373
H  -1.256  -1.796  1.926
H  -2.485  -0.628  2.144
H  -3.038  -1.415  -0.213
H  2.703  -0.272  -2.778
H  1.457  -1.094  -2.987
O  1.741  -0.184  -2.781

Atomic partial charges in e from the natural (NBO) method, atoms 1 to 2:
1. N -0.718
2. C -0.247

Unit: eV. Relative energies: model P 0.707; model Q 0.000.